# 1
# C8H16O16S4

C8H16O16S4 as an isolated structure at a distorted geometry (the ωB97M-V functional and the def2-TZVPD basis, OMol25).

Output
E_LUMO	0.0774	eV
energy relative to the best compared isomer or geometry (same formula, charge and spin)	7.4	kcal/mol
molar mass	496.468	u
maximum force	1.84	eV Å⁻¹

Each line ends with the Löwdin charge.
CARTESIAN COORDINATES (ANGSTROEM)
C: -1.36897 -0.98972 -0.23916  -0.18
C: 0.17700 -0.90755 -0.34462  -0.15
O: 0.66124 -0.86364 0.99963  -0.19
S: -0.57608 -0.69956 2.00834  0.61
O: -0.95384 0.66368 2.07235  -0.20
O: -0.33495 -1.46916 3.17470  -0.22
O: -1.59193 -1.48827 1.06806  -0.17
H: -1.74859 -1.58517 -1.06640  0.13
H: -1.84235 -0.01863 -0.39524  0.13
H: 0.53432 -0.08322 -0.95752  0.11
H: 0.55678 -1.84320 -0.76070  0.13
C: -1.67177 -0.81598 -6.75971  -0.17
C: -1.75701 0.71521 -6.82472  -0.17
O: -1.45065 1.19130 -5.53059  -0.17
S: -1.09128 0.00905 -4.48511  0.64
O: -1.89495 0.21766 -3.33163  -0.21
O: 0.28797 -0.29399 -4.30730  -0.22
O: -1.75692 -1.14036 -5.38799  -0.18
H: -0.70309 -1.14591 -7.14261  0.13
H: -2.46746 -1.27078 -7.34094  0.13
H: -2.75377 1.05531 -7.11388  0.13
H: -1.11376 1.10173 -7.61746  0.13
C: -1.58008 -1.39937 6.54437  -0.14
C: -0.77659 -1.75207 7.81248  -0.15
O: -0.77859 -0.56820 8.61925  -0.19
S: -0.74691 0.70103 7.67114  0.59
O: 0.57937 0.93358 7.20165  -0.22
O: -1.47375 1.75224 8.28527  -0.21
O: -1.59485 0.03111 6.50495  -0.19
H: -2.63066 -1.68060 6.55650  0.13
H: -1.09885 -1.82583 5.66473  0.11
H: 0.25019 -2.09813 7.71426  0.13
H: -1.30880 -2.52695 8.36588  0.13
C: 2.91072 0.92931 -2.74847  -0.19
C: 4.01733 0.97835 -1.70996  -0.14
O: 3.45758 1.80557 -0.66994  -0.20
S: 2.42487 2.88073 -1.24951  0.61
O: 3.03508 4.13771 -1.50435  -0.21
O: 1.26569 2.75485 -0.43405  -0.22
O: 2.20626 2.16411 -2.67341  -0.19
H: 2.22679 0.10071 -2.55644  0.10
H: 3.27888 0.82576 -3.76657  0.14
H: 4.90419 1.47112 -2.11607  0.13
H: 4.29222 0.04617 -1.22921  0.14

---

# 2
# C8H16O2Rb

C8H16O2Rb as an isolated structure at a distorted geometry (the ωB97M-V functional and the def2-TZVPD basis, OMol25).

Output
E_LUMO (spin up / spin down)	0.2650 / 0.1775	eV
⟨S²⟩	0.750
molar mass	229.682	u
maximum force	2.40	eV Å⁻¹
spin multiplicity	2

Each line ends with the Löwdin charge.
CARTESIAN COORDINATES (ANGSTROEM)
Rb: 1.13046 0.35094 -1.80589  0.31
C: -0.52267 3.30864 1.60556  -0.16
C: 0.88405 3.88968 1.66107  -0.16
C: 1.27653 4.02003 0.17718  -0.23
O: 0.66431 2.95444 -0.46730  -0.27
C: -0.50490 2.52045 0.28690  -0.21
H: -1.22305 4.13683 1.49752  0.11
H: -0.90625 2.77053 2.47240  0.11
H: 1.61263 3.26858 2.18213  0.11
H: 0.98013 4.89676 2.06687  0.11
H: 2.34802 3.95096 -0.01050  0.12
H: 0.92473 4.95699 -0.25460  0.12
H: -0.45181 1.46373 0.54885  0.09
H: -1.40780 2.66227 -0.30703  0.11
C: 0.07498 -4.28255 -0.25139  -0.19
C: -1.25225 -4.01325 -0.88362  -0.17
C: -1.26946 -2.52534 -0.95288  -0.24
O: 0.05323 -2.06740 -0.81320  -0.30
C: 0.92221 -3.20660 -0.81670  -0.23
H: 0.49937 -5.27136 -0.42531  0.12
H: -0.01497 -4.19852 0.83164  0.12
H: -2.07964 -4.30654 -0.23746  0.12
H: -1.33482 -4.51083 -1.84990  0.12
H: -1.98389 -2.03763 -0.28969  0.12
H: -1.53789 -2.20753 -1.96038  0.11
H: 1.81003 -3.01454 -0.21421  0.12
H: 1.30873 -3.50885 -1.79002  0.12

---

# 3
# C8H16O3S

A 2-piece molecular cluster, C8H16O3S overall at a distorted geometry (the ωB97M-V functional and the def2-TZVPD basis, OMol25).

Output
E_LUMO	0.0648	eV
energy relative to the best compared isomer or geometry (same formula, charge and spin)	129.5	kcal/mol
molar mass	192.280	u
maximum force	4.33	eV Å⁻¹

Each line ends with the Löwdin charge.
CARTESIAN COORDINATES (ANGSTROEM)
C: 1.61842 -0.32419 -0.25592  -0.41
C: -3.16820 -1.24823 -0.95521  -0.11
C: -1.37186 -0.34438 1.56442  0.02
C: -1.62157 1.65294 0.05313  -0.05
C: -3.37359 -0.24962 0.22544  -0.25
C: 3.52756 0.81714 -0.81202  -0.28
C: 2.72405 0.32442 0.35422  -0.53
C: -2.06528 0.34835 0.67497  -0.39
O: 0.06522 -2.38775 -0.87169  -0.43
O: 4.54067 1.68401 -0.44208  -0.01
O: 3.44332 -0.56601 1.26681  -0.05
S: 1.70274 -1.88347 -0.34110  1.09
H: -2.28322 -0.81107 -1.60891  0.10
H: -2.79801 -2.19184 -0.47030  0.08
H: -3.99910 -1.22416 -1.73063  0.08
H: -1.76047 -1.19738 1.94977  0.03
H: -0.59138 -1.75362 -0.48718  -0.02
H: -0.37752 0.01079 2.05384  0.11
H: -0.54061 1.60594 -0.30512  0.08
H: -1.60901 2.46168 0.69570  0.04
H: -2.36167 1.83080 -0.85314  0.12
H: -4.13693 0.48274 -0.16971  0.12
H: -3.79172 -0.86557 0.94331  0.07
H: 2.73646 1.31984 -1.48547  0.16
H: 3.80793 -0.04869 -1.42183  0.13
H: 2.35051 1.27367 0.92808  0.18
H: 5.16715 1.27107 0.14109  0.08
H: 4.16610 0.01258 1.35953  0.04

---

# 4
# C8H17BeO3P2

C8H17BeO3P2 as an isolated structure at a distorted geometry (the ωB97M-V functional and the def2-TZVPD basis, OMol25).

Output
E_LUMO (spin up / spin down)	3.0317 / 2.9288	eV
molar mass	232.181	u
total charge	-1
maximum force	11.57	eV Å⁻¹

Each line ends with the Löwdin charge.
CARTESIAN COORDINATES (ANGSTROEM)
C: 0.84796 0.51708 -3.24182  -0.33
C: -0.06047 0.38463 -4.38591  -0.14
C: -1.00582 -0.63905 -4.08740  -0.10
C: -0.76241 -1.10543 -2.76253  -0.12
C: 0.44346 -0.40108 -2.22877  -0.26
Be: -0.59335 0.32926 -3.02161  -0.80
P: -0.48835 1.54952 -1.81997  0.71
H: 1.72602 1.12570 -3.32995  0.09
H: 0.05325 0.93473 -5.31898  0.12
H: -1.72994 -0.96609 -4.76995  0.11
H: 0.85551 -0.77759 -1.31603  0.08
H: -1.39595 -1.81394 -2.27558  0.11
H: -1.89595 1.13358 -1.66634  -0.08
H: -0.58881 2.76116 -2.56739  -0.08
H: 0.57357 1.71511 -0.84256  -0.11
C: -1.35489 1.45297 2.78376  -0.17
O: -0.79227 0.45093 1.93372  -0.41
P: -0.96948 -1.18142 2.30516  0.85
O: -0.38318 -1.21526 3.84703  -0.41
C: 0.89454 -0.68402 4.29155  -0.15
O: 0.19978 -1.80834 1.38172  -0.38
C: 1.56095 -1.38165 1.25526  -0.17
H: -1.57614 2.31462 2.14689  0.08
H: -0.62745 1.73950 3.55206  0.07
H: -2.29089 1.12194 3.25907  0.07
H: 1.39486 -0.04298 3.53693  0.07
H: 0.68450 -0.08946 5.19379  0.08
H: 1.53713 -1.54358 4.54349  0.08
H: 1.65795 -0.30112 1.15045  0.05
H: 2.14233 -1.73252 2.10662  0.06
H: 1.94356 -1.84717 0.34729  0.07

---

# 5
# C8H17CrO3P2

C8H17CrO3P2 as an isolated structure at a distorted geometry (the ωB97M-V functional and the def2-TZVPD basis, OMol25).

Output
E_LUMO (spin up / spin down)	2.6974 / 2.6861	eV
⟨S²⟩	6.188
energy relative to the best compared isomer or geometry (same formula, charge and spin)	0.0	kcal/mol
molar mass	275.165	u
total charge	-1
maximum force	1.44	eV Å⁻¹
spin multiplicity	5

Each line ends with the Löwdin charge.
CARTESIAN COORDINATES (ANGSTROEM)
C: 1.97241 -2.27260 -2.06071  -0.27
C: 2.90292 -1.87637 -2.99226  -0.34
C: 2.91796 -0.58386 -3.61984  -0.25
C: 1.96139 0.45118 -3.41001  -0.35
C: 1.01870 0.42918 -2.38877  -0.24
Cr: 2.03305 -0.56903 -1.04391  0.16
P: 1.45958 -1.59135 1.05417  0.65
H: 1.77569 -3.35479 -1.86428  -0.01
H: 3.57683 -2.64869 -3.38701  0.06
H: 3.48340 -0.55422 -4.55077  0.06
H: 0.25261 1.23706 -2.36623  -0.01
H: 1.86171 1.20784 -4.20410  0.07
H: 1.90953 -0.95539 2.26939  -0.14
H: 2.02301 -2.95662 1.07569  -0.11
H: 0.07186 -1.81895 1.28960  -0.12
C: -0.43384 0.52489 3.57359  -0.15
O: -0.64138 0.42602 2.13438  -0.48
P: -0.72272 1.86427 1.25186  0.86
O: -2.10510 2.45544 1.84426  -0.40
C: -3.31328 1.76612 2.20744  -0.13
O: -1.11035 1.40344 -0.27865  -0.41
C: -2.05255 0.41841 -0.72316  -0.12
H: 0.48774 -0.02954 3.82268  0.06
H: -1.30345 0.07514 4.08723  0.08
H: -0.29703 1.57306 3.91278  0.08
H: -3.28423 0.67442 2.05420  0.08
H: -3.52565 1.97074 3.26676  0.08
H: -4.09317 2.20621 1.57790  0.08
H: -1.93128 -0.48231 -0.10224  0.08
H: -3.08342 0.81412 -0.65628  0.08
H: -1.81096 0.19616 -1.77375  0.08

---

# 6
# C8H17F6N2OPSi

A 2-piece molecular cluster, C8H17F6N2OPSi overall at a distorted geometry (the ωB97M-V functional and the def2-TZVPD basis, OMol25).

Output
E_LUMO	0.0319	eV
molar mass	330.285	u
maximum force	1.14	eV Å⁻¹

Each line ends with the Löwdin charge.
CARTESIAN COORDINATES (ANGSTROEM)
C: -1.46229 -0.83919 -3.14388  -0.15
Si: -0.05430 -1.88693 -2.55014  0.40
C: 1.32966 -1.93449 -3.77437  -0.15
C: -0.64280 -3.59435 -2.13254  -0.16
O: 0.57175 -1.15680 -1.18089  -0.21
C: 0.31263 -1.57712 0.13522  -0.25
C: 0.96523 -0.62453 1.11874  -0.06
C: 0.74094 0.79460 0.79784  -0.26
N: -0.40945 1.37920 0.46802  0.17
C: -0.23976 2.72875 0.38061  -0.05
C: 1.06135 2.98897 0.61234  -0.03
N: 1.64818 1.77002 0.84561  0.16
H: -1.44012 -0.74775 -4.22688  0.03
H: -1.39501 0.16656 -2.73807  0.03
H: -2.42735 -1.25627 -2.87133  0.03
H: 1.30906 -1.06170 -4.41994  0.03
H: 1.31168 -2.83143 -4.38399  0.03
H: 2.27301 -1.90864 -3.23463  0.03
H: -1.46882 -3.58216 -1.42609  0.04
H: -0.98087 -4.08844 -3.03934  0.04
H: 0.15433 -4.19420 -1.69988  0.04
H: 0.72077 -2.57287 0.29917  0.12
H: -0.75993 -1.62901 0.33384  0.13
H: 2.03463 -0.80980 1.13804  0.13
H: 0.56380 -0.78597 2.11831  0.14
H: -1.29233 0.90689 0.39630  0.18
H: -1.05386 3.40622 0.22220  0.13
H: 1.58568 3.91932 0.67339  0.13
H: 2.60582 1.63092 1.11215  0.18
F: -0.54538 2.28241 5.94995  -0.19
P: -0.80813 2.50213 4.34343  0.41
F: -0.03198 1.46941 3.21799  -0.25
F: -1.81238 2.78849 3.02896  -0.23
F: -1.76684 1.16783 4.53409  -0.21
F: 0.71105 3.17312 4.32961  -0.21
F: -1.30795 4.00679 4.76614  -0.19

---

Question: What is the molar mass in the fourth record?
Answer: 232.181 u

---

Question: molar mass of number 4 (C8H17BeO3P2)?
Answer: 232.181 u

---

Please write out number 6 again, unchanged.
# C8H17F6N2OPSi

A 2-piece molecular cluster, C8H17F6N2OPSi overall at a distorted geometry (the ωB97M-V functional and the def2-TZVPD basis, OMol25).

Output
E_LUMO	0.0319	eV
molar mass	330.285	u
maximum force	1.14	eV Å⁻¹

Each line ends with the Löwdin charge.
CARTESIAN COORDINATES (ANGSTROEM)
C: -1.46229 -0.83919 -3.14388  -0.15
Si: -0.05430 -1.88693 -2.55014  0.40
C: 1.32966 -1.93449 -3.77437  -0.15
C: -0.64280 -3.59435 -2.13254  -0.16
O: 0.57175 -1.15680 -1.18089  -0.21
C: 0.31263 -1.57712 0.13522  -0.25
C: 0.96523 -0.62453 1.11874  -0.06
C: 0.74094 0.79460 0.79784  -0.26
N: -0.40945 1.37920 0.46802  0.17
C: -0.23976 2.72875 0.38061  -0.05
C: 1.06135 2.98897 0.61234  -0.03
N: 1.64818 1.77002 0.84561  0.16
H: -1.44012 -0.74775 -4.22688  0.03
H: -1.39501 0.16656 -2.73807  0.03
H: -2.42735 -1.25627 -2.87133  0.03
H: 1.30906 -1.06170 -4.41994  0.03
H: 1.31168 -2.83143 -4.38399  0.03
H: 2.27301 -1.90864 -3.23463  0.03
H: -1.46882 -3.58216 -1.42609  0.04
H: -0.98087 -4.08844 -3.03934  0.04
H: 0.15433 -4.19420 -1.69988  0.04
H: 0.72077 -2.57287 0.29917  0.12
H: -0.75993 -1.62901 0.33384  0.13
H: 2.03463 -0.80980 1.13804  0.13
H: 0.56380 -0.78597 2.11831  0.14
H: -1.29233 0.90689 0.39630  0.18
H: -1.05386 3.40622 0.22220  0.13
H: 1.58568 3.91932 0.67339  0.13
H: 2.60582 1.63092 1.11215  0.18
F: -0.54538 2.28241 5.94995  -0.19
P: -0.80813 2.50213 4.34343  0.41
F: -0.03198 1.46941 3.21799  -0.25
F: -1.81238 2.78849 3.02896  -0.23
F: -1.76684 1.16783 4.53409  -0.21
F: 0.71105 3.17312 4.32961  -0.21
F: -1.30795 4.00679 4.76614  -0.19

---

Question: The highest maximum force belongs to which entry?
Answer: C8H17BeO3P2